Entry 1:
79
Properties=species:S:1:pos:R:3:mulliken_charge:R:1 method="wB97M-V/def2-TZVPD" spin_multiplicity=1 de_lowest_kj_mol=10.9 total_charge=-1 gap_ev=5.8 total_energy_ev=-193035.6467 max_force_ev_per_a=0.56
Zn -0.16 0.34 -0.02 1.04
C 7.91 -1.17 0.05 -1.02
O 6.59 -0.81 0.40 -0.29
C 6.44 0.17 1.34 0.43
C 7.46 0.69 2.12 -0.44
C 7.20 1.70 3.03 -0.80
C 5.92 2.21 3.15 -0.81
C 4.89 1.70 2.36 0.11
C 5.12 0.66 1.47 -0.18
N 4.15 0.12 0.64 0.27
C 2.78 0.03 0.81 -0.17
N 2.38 -0.08 2.10 0.33
C 1.10 -0.07 2.73 1.90
C -0.08 0.08 1.99 -1.46
C -1.28 0.12 2.70 0.12
C -1.33 0.00 4.08 -0.96
C -0.16 -0.20 4.78 -0.37
C 1.06 -0.25 4.12 0.26
O 2.10 -0.58 4.99 -0.53
C 3.42 -0.12 4.85 -0.83
N 2.00 -0.01 -0.22 0.19
C 2.53 0.07 -1.53 -0.41
C 2.32 1.20 -2.31 -0.24
C 2.75 1.23 -3.63 -0.93
C 3.37 0.13 -4.19 -0.78
C 3.60 -1.00 -3.42 -0.65
C 3.20 -1.03 -2.09 0.94
O 3.41 -2.10 -1.25 0.04
C 4.32 -3.08 -1.67 -1.15
H 7.83 -1.85 -0.79 0.22
H 8.43 -1.67 0.87 0.35
H 8.50 -0.29 -0.25 0.43
H 8.46 0.30 2.02 0.39
H 8.00 2.09 3.64 0.39
H 5.71 3.02 3.83 0.42
H 3.90 2.14 2.42 0.65
H 4.51 -0.33 -0.19 0.19
H 3.16 -0.15 2.73 -0.48
H -2.21 0.25 2.16 0.35
H -2.28 0.05 4.60 0.38
H -0.16 -0.32 5.85 0.40
H 3.89 -0.27 5.82 0.38
H 3.49 0.94 4.59 0.34
H 3.99 -0.71 4.11 0.37
H 1.81 2.04 -1.87 0.31
H 2.57 2.12 -4.22 0.42
H 3.66 0.13 -5.23 0.38
H 4.09 -1.86 -3.86 0.43
H 4.59 -3.65 -0.78 0.25
H 5.22 -2.64 -2.10 0.40
H 3.88 -3.76 -2.41 0.32
S -0.95 0.06 -2.31 -0.36
C -2.01 1.44 -2.36 0.24
C -3.04 1.43 -3.31 -1.00
C -3.96 2.47 -3.43 0.47
C -4.97 2.42 -4.43 -0.10
N -5.78 2.38 -5.25 -0.60
C -3.86 3.57 -2.55 0.57
C -2.83 3.59 -1.62 -0.97
C -1.89 2.57 -1.51 0.34
S -0.62 2.75 -0.33 -0.64
C -4.81 4.62 -2.61 -0.04
N -5.59 5.47 -2.65 -0.60
H -3.12 0.58 -3.97 0.47
H -2.74 4.44 -0.95 0.48
C 0.85 -5.43 0.00 -1.21
C -0.27 -4.43 -0.04 0.57
C -1.61 -4.82 -0.10 -0.48
C -2.61 -3.86 -0.12 -0.69
C -2.23 -2.53 -0.09 -0.01
Br -3.56 -1.20 -0.14 -0.10
N -0.97 -2.14 -0.04 0.05
C -0.02 -3.06 -0.02 -0.37
H 0.46 -6.44 -0.01 0.36
H 1.45 -5.30 0.90 0.30
H 1.51 -5.30 -0.86 0.21
H -1.86 -5.87 -0.12 0.34
H -3.66 -4.13 -0.18 0.41
H 1.00 -2.68 0.02 0.43

***

Entry 2:
79
Properties=species:S:1:pos:R:3:mulliken_charge:R:1 method="wB97M-V/def2-TZVPD" spin_multiplicity=1 de_lowest_kj_mol=78.8 total_charge=-1 gap_ev=5.8 total_energy_ev=-193103.9830 max_force_ev_per_a=0.73
Rb 0.50 -0.45 -0.08 0.97
C 5.76 -1.19 6.01 -1.45
C 4.54 -0.84 5.20 0.40
C 3.64 0.15 5.61 -1.13
C 2.53 0.46 4.85 0.01
C 2.23 -0.17 3.62 -0.45
N 1.21 0.26 2.83 -0.20
C 0.01 0.49 3.36 1.22
C -0.57 -0.31 4.39 -0.46
C -1.86 -0.13 4.83 -1.10
C -2.69 0.87 4.32 0.18
C -4.12 1.02 4.76 -1.41
C -2.14 1.70 3.35 0.18
C -0.84 1.54 2.89 -0.72
N -0.33 2.56 2.04 0.72
C -0.42 3.88 2.28 -0.29
C 0.12 4.54 1.21 -1.10
C 0.51 3.51 0.34 -0.61
N 0.24 2.32 0.85 0.05
C 3.12 -1.21 3.26 0.21
C 4.23 -1.52 4.03 -0.23
N 2.87 -2.04 2.12 0.62
C 3.79 -2.74 1.42 -0.32
C 3.11 -3.64 0.63 -0.79
C 1.76 -3.41 0.95 -0.25
N 1.62 -2.44 1.83 -0.78
H 5.77 -0.63 6.95 0.35
H 6.68 -0.95 5.48 0.29
H 5.79 -2.25 6.26 0.32
H 3.82 0.69 6.53 0.27
H 1.86 1.25 5.17 0.42
H 0.04 -1.09 4.81 0.52
H -2.23 -0.79 5.60 0.34
H -4.29 0.55 5.73 0.41
H -4.82 0.56 4.05 0.22
H -4.40 2.07 4.85 0.32
H -2.72 2.51 2.93 0.27
H -0.84 4.22 3.21 0.49
H 0.23 5.61 1.08 0.41
H 1.00 3.58 -0.62 0.44
H 4.86 -2.36 3.74 0.49
H 4.84 -2.52 1.50 0.52
H 3.52 -4.31 -0.10 0.40
H 0.88 -3.87 0.53 0.45
C -1.42 2.12 -2.97 -0.86
C -0.99 0.96 -3.83 0.59
C -1.49 0.83 -5.15 -0.83
C -1.13 -0.26 -5.89 -0.80
C -0.27 -1.24 -5.33 1.20
C 0.14 -2.42 -6.00 -0.13
Br -0.45 -2.79 -7.77 -0.30
C 0.96 -3.32 -5.37 -0.31
C 1.43 -3.09 -4.07 0.04
Br 2.55 -4.39 -3.27 -0.26
C 1.11 -1.93 -3.33 0.13
O 1.52 -1.66 -2.18 -0.69
C 0.20 -1.00 -4.02 -0.38
N -0.17 0.09 -3.31 -0.13
H -1.53 3.03 -3.55 0.46
H -0.70 2.28 -2.17 0.02
H -2.39 1.90 -2.51 0.13
H -2.15 1.58 -5.55 0.41
H -1.50 -0.40 -6.89 0.33
H 1.27 -4.22 -5.87 0.39
O -2.16 -0.64 0.64 -0.52
C -3.52 -0.37 0.86 -0.58
C -3.92 0.97 0.27 0.77
C -5.20 1.22 -0.23 -0.90
C -5.48 2.49 -0.72 -0.39
C -4.48 3.45 -0.70 -0.69
C -3.24 3.10 -0.20 -0.51
N -2.97 1.89 0.28 0.48
H -1.65 0.14 0.91 0.04
H -3.74 -0.37 1.94 0.00
H -4.09 -1.17 0.39 0.44
H -5.94 0.44 -0.23 0.46
H -6.46 2.71 -1.12 0.40
H -4.66 4.45 -1.08 0.45
H -2.42 3.81 -0.17 0.32

***

Entry 3:
78
Properties=species:S:1:pos:R:3:mulliken_charge:R:1 method="wB97M-V/def2-TZVPD" spin_multiplicity=1 de_lowest_kj_mol=3.2 total_charge=+1 gap_ev=7.7 total_energy_ev=-171934.0887 max_force_ev_per_a=0.22
Zn -0.55 -0.30 -0.68 0.80
C -1.27 -2.19 -4.57 -1.77
C -0.86 -1.82 -3.18 0.84
N -0.99 -0.66 -2.67 1.22
N -1.52 0.38 -3.36 -1.21
C -1.81 1.36 -2.51 0.02
O -1.67 1.29 -1.24 -1.00
C -2.31 2.63 -3.08 0.71
C -2.11 2.93 -4.43 -0.33
C -2.53 4.15 -4.94 -0.71
C -3.15 5.07 -4.11 -0.38
C -3.36 4.77 -2.77 -0.92
C -2.94 3.56 -2.26 -0.04
C -0.23 -2.81 -2.27 0.36
C 0.14 -4.07 -2.70 -0.68
C 0.77 -4.93 -1.81 -0.53
C 1.03 -4.50 -0.52 -1.10
C 0.62 -3.22 -0.17 -0.35
N -0.01 -2.40 -1.00 0.32
H -0.39 -2.39 -5.19 0.37
H -1.83 -1.37 -5.01 0.35
H -1.88 -3.09 -4.56 0.42
H -1.63 2.19 -5.07 0.45
H -2.37 4.38 -5.98 0.41
H -3.48 6.02 -4.51 0.42
H -3.86 5.49 -2.13 0.42
H -3.10 3.30 -1.22 0.53
H -0.06 -4.38 -3.71 0.42
H 1.06 -5.93 -2.13 0.43
H 1.52 -5.13 0.20 0.49
H 0.81 -2.85 0.83 0.75
C -0.62 3.37 0.96 -0.84
O -0.53 1.96 1.10 0.24
C 0.04 1.45 2.20 0.00
C 0.76 2.18 3.14 -0.31
C 1.30 1.51 4.24 -0.87
Br 2.30 2.50 5.50 -0.17
C 1.11 0.16 4.42 -0.57
C 0.38 -0.57 3.48 1.02
C -0.13 0.07 2.36 1.09
O -0.84 -0.60 1.39 -1.32
C 0.11 -2.00 3.65 0.01
N -0.65 -2.67 2.81 -0.28
C -0.67 -3.98 3.26 0.23
C -1.31 -5.10 2.73 -0.64
C -1.13 -6.30 3.40 -0.69
C -0.35 -6.38 4.56 -0.44
C 0.29 -5.27 5.09 -1.06
C 0.11 -4.08 4.41 0.60
N 0.60 -2.80 4.63 -0.07
H 0.37 3.83 0.91 0.40
H -1.20 3.80 1.78 0.49
H -1.14 3.53 0.02 -0.34
H 0.89 3.24 3.03 0.53
H 1.52 -0.31 5.31 0.53
H -0.98 -1.55 1.75 0.59
H -1.92 -5.03 1.84 0.50
H -1.61 -7.19 3.03 0.41
H -0.24 -7.34 5.06 0.41
H 0.89 -5.34 5.99 0.41
H 1.19 -2.51 5.39 0.22
C 3.37 0.69 0.83 -1.64
C 2.25 1.01 -0.12 0.61
O 1.45 0.11 -0.39 -0.24
C 2.14 2.36 -0.69 0.55
C 1.28 2.56 -1.77 -0.13
C 1.11 3.84 -2.29 -0.46
C 1.80 4.91 -1.73 -0.56
C 2.66 4.70 -0.66 -0.80
C 2.84 3.43 -0.14 -0.54
H 3.39 -0.38 1.03 0.34
H 3.19 1.22 1.78 0.30
H 4.33 1.03 0.44 0.48
H 0.77 1.73 -2.22 0.53
H 0.44 3.99 -3.13 0.48
H 1.66 5.90 -2.13 0.45
H 3.20 5.54 -0.23 0.42
H 3.51 3.28 0.69 0.42

***

Entry 4:
81
Properties=species:S:1:pos:R:3:mulliken_charge:R:1 method="wB97M-V/def2-TZVPD" spin_multiplicity=1 total_charge=-1 gap_ev=5.5 total_energy_ev=-85481.6803 max_force_ev_per_a=0.50
Cd 0.28 -2.07 0.12 3.80
O 1.56 -3.64 3.83 -0.78
C 1.01 -3.50 2.74 -0.25
O 1.42 -2.66 1.84 -1.08
C -0.29 -4.28 2.50 -0.06
C -1.50 -3.31 2.55 0.06
C -2.79 -4.09 2.80 -1.05
C -3.04 -4.75 1.41 -1.04
C -1.82 -4.26 0.63 -0.15
O -1.66 -2.91 1.16 -0.67
C -0.55 -4.99 1.12 0.25
C 0.63 -5.00 0.12 -0.40
O 1.43 -5.92 0.21 -0.77
O 0.66 -4.05 -0.75 -0.89
H -0.35 -4.99 3.31 0.54
H -1.36 -2.43 3.17 0.47
H -3.60 -3.41 3.06 0.35
H -2.68 -4.81 3.61 0.40
H -3.96 -4.38 0.96 0.35
H -3.08 -5.83 1.45 0.40
H -1.92 -4.20 -0.45 0.63
H -0.78 -6.03 1.32 0.64
C 3.60 -3.01 -0.41 -1.13
O 3.17 -1.64 -0.33 -0.14
C 4.12 -0.69 -0.24 1.22
C 5.48 -0.96 -0.27 -0.85
C 6.41 0.07 -0.13 -0.73
C 5.99 1.38 0.03 -0.72
C 4.64 1.66 0.03 -0.62
C 3.70 0.65 -0.11 -0.24
N 2.32 0.96 -0.05 0.28
C 1.35 0.52 -0.85 -1.23
C 1.45 -0.04 -2.11 1.10
C 2.51 0.19 -3.04 -1.10
C 2.30 -0.04 -4.36 -0.60
C 1.02 -0.49 -4.81 -0.55
C 0.00 -0.76 -3.96 -1.02
C 0.23 -0.68 -2.55 0.73
O -0.57 -1.20 -1.71 -0.68
H 2.70 -3.61 -0.46 0.07
H 4.16 -3.27 0.49 0.45
H 4.20 -3.16 -1.30 0.50
H 5.83 -1.98 -0.38 0.47
H 7.46 -0.17 -0.15 0.40
H 6.72 2.18 0.14 0.39
H 4.28 2.68 0.13 0.48
H 2.02 1.51 0.74 0.44
H 0.35 0.67 -0.46 0.85
H 3.45 0.61 -2.70 0.38
H 3.08 0.16 -5.08 0.43
H 0.87 -0.63 -5.88 0.38
H -0.97 -1.10 -4.29 0.53
O -5.09 7.81 -1.92 -0.49
C -3.74 7.59 -1.85 0.66
O -3.02 8.55 -1.73 -0.60
C -3.28 6.19 -1.93 0.81
C -1.90 5.95 -2.05 -0.52
C -1.40 4.68 -2.13 -0.53
C -2.24 3.54 -2.09 0.31
S -1.61 1.93 -2.16 -0.33
C -3.62 3.79 -1.97 -1.14
C -4.12 5.07 -1.89 -0.60
H -5.53 6.97 -2.07 0.29
H -1.24 6.81 -2.07 0.40
H -0.33 4.52 -2.23 0.38
H -4.29 2.94 -1.93 0.38
H -5.20 5.17 -1.78 0.10
S 0.09 0.71 4.42 -0.32
C 0.57 -0.19 3.02 -0.69
N -0.15 -0.02 1.96 0.59
C -1.18 0.88 2.20 -0.72
C -2.13 1.29 1.25 -0.45
C -3.07 2.23 1.63 -0.79
C -3.10 2.74 2.94 -0.54
C -2.18 2.33 3.88 -0.52
C -1.21 1.40 3.50 1.04
H 1.41 -0.87 3.07 0.38
H -2.11 0.91 0.23 0.46
H -3.79 2.57 0.90 0.40
H -3.85 3.47 3.20 0.39
H -2.20 2.73 4.89 0.40

***

Entry 5:
81
Properties=species:S:1:pos:R:3:lowdin_spin:R:1 method="wB97M-V/def2-TZVPD" spin_multiplicity=7 de_lowest_kj_mol=367.3 total_charge=0 gap_ev="5.0 / 5.3" total_energy_ev=-118962.4763 max_force_ev_per_a=4.94
Eu -0.16 -0.01 -0.26 4.04
Cl 1.21 0.01 7.03 0.00
C 0.67 -0.22 5.43 0.00
C -0.70 0.06 5.14 0.00
C -1.14 -0.15 3.87 0.00
C -0.28 -0.62 2.83 0.00
O -0.74 -0.87 1.68 0.00
C 1.19 -0.84 3.15 0.00
C 2.15 -1.15 2.21 0.00
N 1.98 -1.06 0.83 0.00
C 3.06 -1.33 0.06 0.00
C 4.38 -1.41 0.53 0.00
C 5.45 -1.68 -0.34 0.00
C 5.24 -1.87 -1.68 0.00
C 3.93 -1.76 -2.21 0.00
C 3.66 -1.90 -3.59 0.00
C 2.38 -1.77 -4.04 0.00
C 1.37 -1.49 -3.11 0.00
N 1.58 -1.36 -1.82 0.00
C 2.84 -1.50 -1.35 0.00
C 1.59 -0.66 4.47 0.00
H -1.36 0.41 5.91 0.00
H -2.18 0.04 3.60 0.00
H 3.09 -1.46 2.64 0.00
H 4.61 -1.25 1.57 0.00
H 6.45 -1.75 0.07 0.00
H 6.07 -2.07 -2.36 0.00
H 4.48 -2.11 -4.27 0.00
H 2.13 -1.87 -5.09 0.00
H 0.35 -1.38 -3.45 0.00
H 2.62 -0.83 4.74 0.00
C 2.24 4.92 1.71 0.01
S 1.04 4.87 0.37 0.06
C 0.20 3.35 0.65 0.11
S 0.80 2.17 1.67 0.20
N -0.93 3.30 -0.08 0.26
N -1.54 2.13 -0.06 0.38
C -2.92 2.20 -0.15 0.38
C -3.66 1.03 -0.05 0.07
C -5.08 1.07 0.05 0.11
C -5.75 -0.10 0.29 0.02
C -5.03 -1.30 0.44 0.16
C -3.65 -1.26 0.29 0.00
N -2.97 -0.16 0.03 0.15
H 2.86 5.80 1.52 0.00
H 2.86 4.02 1.70 0.00
H 1.74 5.01 2.67 0.00
H -3.42 3.16 -0.21 0.02
H -5.60 2.01 -0.04 0.00
H -6.83 -0.09 0.38 0.00
H -5.53 -2.23 0.65 0.01
H -3.06 -2.17 0.37 0.00
Cl -4.29 -0.40 -6.82 0.00
C -3.22 -0.09 -5.48 0.00
C -2.51 1.12 -5.43 0.00
C -1.67 1.40 -4.39 0.00
C -1.47 0.48 -3.32 0.00
O -0.67 0.75 -2.36 0.00
C -2.19 -0.76 -3.40 0.00
C -2.03 -1.80 -2.43 0.00
O -1.27 -1.81 -1.46 0.00
C -3.06 -1.02 -4.49 0.00
H -2.65 1.84 -6.22 0.00
H -1.13 2.34 -4.34 0.00
H -2.67 -2.69 -2.59 0.00
H -3.59 -1.96 -4.52 0.00
C 3.71 2.03 -3.90 0.00
C 3.18 2.91 -2.76 0.00
C 2.21 3.96 -3.31 0.00
C 4.33 3.57 -2.00 0.00
C 2.45 2.04 -1.84 0.00
N 1.86 1.35 -1.14 0.00
H 4.21 2.66 -4.64 0.00
H 2.90 1.49 -4.39 0.00
H 4.43 1.30 -3.53 0.00
H 2.74 4.58 -4.04 0.00
H 1.83 4.60 -2.51 0.00
H 1.36 3.49 -3.81 0.00
H 4.85 4.27 -2.67 0.00
H 5.05 2.83 -1.65 0.00
H 3.96 4.13 -1.14 0.00

***

Entry 6:
79
Properties=species:S:1:pos:R:3:mulliken_charge:R:1 method="wB97M-V/def2-TZVPD" spin_multiplicity=1 de_lowest_kj_mol=5.0 total_charge=+1 gap_ev=7.2 total_energy_ev=-149584.8031 max_force_ev_per_a=0.35
Ga 0.21 -0.07 1.01 -0.40
C -1.54 -4.00 1.84 -1.34
C -1.37 -2.66 1.45 -0.13
N -0.21 -2.05 1.54 0.87
C 0.87 -2.69 2.03 0.11
C 0.80 -4.03 2.44 0.98
C -0.45 -4.67 2.33 -0.81
C 1.95 -4.65 2.98 -0.97
C 3.09 -3.92 3.10 -1.19
C 3.16 -2.57 2.70 -0.90
C 2.08 -1.91 2.15 0.71
N 1.94 -0.59 1.76 0.94
C 2.76 0.47 2.13 0.08
C 4.09 0.44 2.49 -0.91
C 4.76 1.60 2.94 -0.99
C 4.15 2.82 2.99 -0.96
C 2.81 2.91 2.54 0.85
C 2.12 4.14 2.45 -0.89
C 0.84 4.18 1.96 -1.61
C 0.23 2.98 1.58 -0.05
N 0.85 1.82 1.67 1.22
C 2.13 1.76 2.12 1.06
H -2.51 -4.47 1.76 0.50
H -2.20 -2.07 1.07 0.76
H -0.54 -5.71 2.65 0.45
H 1.90 -5.69 3.31 0.45
H 3.97 -4.37 3.53 0.42
H 4.10 -2.07 2.84 0.19
H 4.67 -0.46 2.40 0.59
H 5.80 1.51 3.24 0.41
H 4.66 3.70 3.34 0.44
H 2.62 5.05 2.77 0.46
H 0.29 5.11 1.88 0.56
H -0.78 2.97 1.21 0.77
O 1.36 0.83 -0.69 -0.23
S 1.63 1.96 -1.64 -0.05
C 1.84 1.21 -3.27 -1.12
C 0.80 0.13 -3.56 0.14
C 1.25 -1.25 -3.07 -0.72
C 0.10 -2.25 -3.09 -0.94
S -0.81 -2.21 -1.50 0.21
O -0.50 -0.86 -0.88 -0.78
C -2.48 -2.09 -2.08 0.77
C -3.12 -3.26 -2.47 -0.92
C -4.42 -3.17 -2.94 -0.65
C -5.06 -1.94 -3.01 -0.56
C -4.41 -0.79 -2.59 -0.99
C -3.10 -0.86 -2.11 -0.05
C 0.09 2.79 -1.99 0.74
C 0.13 3.94 -2.78 -1.07
C -1.05 4.61 -3.06 -0.70
C -2.25 4.15 -2.55 -0.70
C -2.28 3.01 -1.75 -0.97
C -1.11 2.32 -1.47 -0.04
H 2.86 0.82 -3.30 0.51
H 1.78 2.06 -3.96 0.53
H 0.63 0.09 -4.64 0.65
H -0.15 0.40 -3.10 -0.27
H 1.65 -1.16 -2.06 0.11
H 2.05 -1.63 -3.71 0.64
H 0.46 -3.28 -3.16 0.54
H -0.61 -2.07 -3.89 0.51
H -2.62 -4.22 -2.40 0.44
H -4.94 -4.07 -3.25 0.43
H -6.07 -1.88 -3.38 0.42
H -4.92 0.17 -2.62 0.48
H -2.58 0.03 -1.76 0.46
H 1.08 4.31 -3.16 0.53
H -1.02 5.50 -3.67 0.43
H -3.17 4.68 -2.76 0.43
H -3.22 2.67 -1.32 0.55
H -1.13 1.44 -0.86 0.75
Cl -1.59 2.60 4.22 -0.14
C -1.88 0.96 3.64 0.32
Cl -0.45 -0.06 3.91 -0.17
C -2.34 1.00 2.15 0.16
O -3.40 1.54 1.94 -0.59
O -1.59 0.47 1.22 -0.32
H -2.69 0.56 4.23 0.52